# 1
2 unconnected molecules or ions with the total composition C5H13NO. Source: OMol25; level of theory: ωB97M-V/def2-TZVPD.

Computed properties:
* DFT total energy: -8932.3288 eV
* ΔE to the lowest compared entry with this formula, charge and spin: 38.8 kcal per mole
* gap between HOMO and LUMO: 8.619 eV
* LUMO energy: 0.90 eV
* HOMO energy: -7.72 eV

```
20
Properties=species:S:1:pos:R:3:forces:R:3
O -0.3458 0.8032 3.2012 0.0 0.1 -0.2
N -0.3202 -1.8067 0.1293 0.0 -1.0 0.3
C 0.5784 1.2895 -1.8118 1.0 -0.2 -1.3
C 0.4563 -1.8795 1.3507 -0.2 0.0 -0.2
C 0.6543 0.2705 -0.6951 -0.8 -0.4 -0.6
C -0.8163 1.7826 -2.1720 -0.3 0.6 0.7
C -0.1580 -0.8067 -0.7925 0.9 0.5 0.5
H 1.4415 -1.5034 1.0849 0.1 0.1 0.5
H 1.0021 0.8448 -2.7316 -0.2 -0.2 0.1
H -0.4117 0.7569 2.2468 -0.6 0.0 -0.5
H 0.5764 -2.8931 1.7372 -0.1 -0.2 -0.5
H -1.2953 2.2825 -1.3216 0.1 -0.2 0.1
H -0.6663 -0.9966 -1.7285 -0.5 0.2 0.1
H -1.2082 -2.2768 0.1403 0.1 0.0 -0.2
H 1.2767 2.1267 -1.7317 -0.2 0.1 0.8
H -1.4749 0.9676 -2.4597 0.0 0.0 -0.2
H 0.5980 0.9249 3.2579 0.6 0.1 0.6
H -0.8075 2.5478 -2.9505 0.2 -0.3 -0.2
H -0.0086 -1.3469 2.1777 0.2 0.5 0.0
H 1.3694 0.3632 0.1093 -0.2 0.3 0.2
```
Positions in Å, forces in eV/Å.

Atom charges from the Mulliken analysis, given in e for atoms 1 to 2: number 1, O, carries -0.6758; number 2, N, carries -0.2477

***

# 2
2 unconnected molecules or ions with the total composition C5H13NO. Source: OMol25; level of theory: ωB97M-V/def2-TZVPD.

Computed properties:
* DFT total energy: -8931.9420 eV
* ΔE to the lowest compared entry with this formula, charge and spin: 47.7 kcal per mole
* gap between HOMO and LUMO: 8.676 eV
* LUMO energy: 0.84 eV
* HOMO energy: -7.84 eV

```
20
Properties=species:S:1:pos:R:3:forces:R:3
O -0.0981 0.3486 3.5048 0.0 0.0 -0.1
N 0.6671 -1.3693 -1.5673 -1.0 0.0 0.0
C 0.2840 1.2774 -0.0839 0.1 0.7 -0.5
C 0.5292 1.8073 -1.5236 -0.3 -0.5 1.3
C -0.0373 -1.2899 -0.3613 0.0 0.6 0.1
C -0.6753 0.0486 -0.0319 2.1 1.4 0.5
C -0.1325 -2.3476 0.4585 -0.9 -0.9 0.2
H -1.4992 0.2690 -0.7081 -0.1 -0.4 -0.2
H -0.4333 -3.3317 0.0847 1.4 0.0 -0.2
H 0.7291 -2.3059 -1.9385 0.3 -0.1 0.0
H 1.2136 1.1488 -2.0577 -0.5 0.0 -0.5
H -0.1891 2.1348 0.4112 -0.1 -0.3 0.3
H -0.9610 0.4624 3.8964 -0.3 0.1 0.6
H 0.9996 2.7789 -1.5085 0.1 0.4 0.1
H -1.0971 0.1063 0.9693 -0.2 -0.8 -0.1
H -0.1469 -2.2758 1.5364 -0.9 0.5 0.0
H 1.2174 1.1051 0.4689 -0.2 -0.2 -0.2
H 0.4822 -0.6740 -2.2730 -0.3 -0.1 0.0
H -0.5073 1.9245 -1.8694 0.6 -0.1 -0.9
H -0.3451 0.1824 2.5932 0.4 -0.1 -0.3
```
Positions in Å, forces in eV/Å.

Atom charges from the Mulliken analysis, given in e for atoms 1 to 2: number 1, O, carries -0.6840; number 2, N, carries -0.4051

***

# 3
C5H13NO in the gas phase. Source: OMol25; level of theory: ωB97M-V/def2-TZVPD.

Computed properties:
* DFT total energy: -8932.8764 eV
* ΔE to the lowest compared entry with this formula, charge and spin: 26.2 kcal per mole
* gap between HOMO and LUMO: 10.054 eV
* LUMO energy: 1.00 eV
* HOMO energy: -9.05 eV

```
20
Properties=species:S:1:pos:R:3:forces:R:3
O -1.0443 -2.2008 -1.6494 0.1 -0.2 0.0
N 0.0264 1.3259 1.4246 0.7 0.0 0.1
C -0.5621 0.1372 -1.0931 0.6 0.1 0.0
C -0.2913 0.2506 2.3507 -0.7 -0.2 0.1
C 1.1756 0.9753 0.5545 -0.9 0.2 0.1
C -0.9025 -0.8824 -2.1601 -0.2 0.1 0.5
C 0.7848 -0.1366 -0.4250 -0.2 0.1 0.5
H -1.8605 -0.6322 -2.6043 -0.1 0.0 -0.2
H -0.1428 -0.8427 -2.9353 0.2 -0.1 -0.3
H -1.3314 0.2323 -0.3324 -0.2 -0.1 -0.1
H 1.4139 1.8876 0.0029 0.2 -0.1 0.0
H 0.7197 -1.0579 0.1637 0.2 -0.1 -0.3
H 1.5570 -0.2325 -1.1917 0.1 -0.2 0.1
H -1.2050 0.4733 2.9104 0.2 0.3 0.1
H 2.0237 0.6719 1.1744 0.3 0.0 -0.2
H -0.5669 -0.6427 1.7939 0.2 -0.2 -0.1
H -0.1672 -2.5439 -1.4481 -0.1 0.0 0.0
H 0.5035 -0.0001 3.0650 0.1 0.0 -0.1
H -0.4671 1.1045 -1.5829 -0.2 0.3 -0.1
H 0.3364 2.1133 1.9824 -0.2 0.2 -0.1
```
Positions in Å, forces in eV/Å.

Atom charges from the Mulliken analysis, given in e for atoms 1 to 2: number 1, O, carries -0.5226; number 2, N, carries -0.3575

***

Which of these has the lowest HOMO energy?
number 3

***

HOMO energy of number 1 (C5H13NO)?
-7.72 eV

***

The highest LUMO energy belongs to which entry?
number 3